110
Properties=species:S:1:pos:R:3 method="wB97M-V/def2-TZVPD" fmax_ev_per_a=2.39 lumo_ev="-0.428 / -0.467" molar_mass_g_mol=971.7
Ti -0.1675 0.4017 0.3786
C 1.7654 2.9983 -2.7452
O 0.5667 2.4045 -3.1960
C 0.1948 1.5290 -2.2182
N 0.8904 1.5662 -1.0862
C 1.7966 2.7075 -1.2194
C 3.2246 2.5975 -0.7312
C 3.9392 3.7780 -0.5434
C 5.2654 3.7747 -0.1539
C 5.9107 2.5729 0.0783
C 5.2261 1.3882 -0.1040
C 3.9000 1.3916 -0.5317
C -0.8656 0.6244 -2.3754
C -1.7077 0.4568 -3.4994
C -2.6852 -0.5268 -3.4557
C -2.8206 -1.3354 -2.3366
C -1.9468 -1.1264 -1.2444
N -1.0013 -0.1519 -1.2646
C -1.8902 -1.8483 -0.0371
N -0.9671 -1.5706 0.8662
C -1.2040 -2.4486 2.0101
C -2.4016 -3.3229 1.5455
O -2.7709 -2.8360 0.2697
C -0.0377 -3.3116 2.4530
C 1.2763 -2.9253 2.2392
C 2.3253 -3.6976 2.7090
C 2.0795 -4.8835 3.3771
C 0.7713 -5.2723 3.6038
C -0.2780 -4.4858 3.1620
H 1.7549 4.0658 -2.9681
H 2.6181 2.5297 -3.2555
H 1.3364 3.5665 -0.7015
H 3.4498 4.7247 -0.7210
H 5.7939 4.7053 -0.0266
H 6.9467 2.5532 0.3743
H 5.7218 0.4403 0.0606
H 3.8048 -0.5150 -0.4652
H -1.5627 1.0864 -4.3607
H -3.3318 -0.6752 -4.3072
H -3.5537 -2.1204 -2.2750
H -1.4813 -1.8216 2.8724
H -3.2666 -3.2524 2.2084
H -2.1117 -4.3714 1.4290
H 1.4671 -1.9940 1.7322
H 3.3395 -3.3541 2.5740
H 2.8980 -5.4951 3.7269
H 0.5617 -6.1887 4.1363
H -1.2894 -4.7914 3.3898
C 3.0698 -2.9846 -0.9589
As 1.3717 -1.8782 -1.1512
C 0.2903 -3.5180 -1.4480
C 1.6944 -1.4066 -3.0870
C 1.8262 -2.5692 -3.9963
C 3.0619 -3.1565 -4.2574
C 3.1618 -4.2545 -5.0934
C 2.0302 -4.7876 -5.6871
C 0.7953 -4.2150 -5.4298
C 0.6941 -3.1187 -4.5945
H 2.9641 -3.9238 -1.5012
H 3.2288 -3.2078 0.0958
H 3.9422 -2.4597 -1.3502
H 0.7554 -4.1956 -2.1646
H -0.7061 -3.2695 -1.8068
H 0.1906 -4.0308 -0.4905
H 2.5925 -0.7842 -3.1083
H 0.8437 -0.7903 -3.3793
H 3.9531 -2.7330 -3.8121
H 4.1302 -4.6873 -5.2970
H 2.1099 -5.6411 -6.3452
H -0.0918 -4.6172 -5.8953
H -0.2686 -2.6618 -4.4028
F 2.5564 3.3315 2.4736
C 1.7517 2.2446 2.4210
F 1.0785 2.1760 3.5562
F 0.8703 2.4969 1.4078
S 2.6300 0.5547 1.9451
O 2.8515 -0.0615 3.2338
O 3.2524 0.2191 -0.7688
O 1.3951 -0.0020 1.2579
C -2.3612 4.8521 1.0255
C -1.8216 4.5094 2.4088
C -0.5794 5.3460 2.7290
C -2.9097 4.7304 3.4595
O -1.3624 3.1526 2.4777
P -1.8923 1.8609 1.7367
O -1.0913 0.6974 2.2630
O -1.6897 1.8482 0.2266
O -3.4258 1.9185 2.2013
C -4.5424 1.1717 1.7139
C -5.0250 1.7838 0.4005
C -4.1431 -0.2777 1.4923
C -5.6288 1.2624 2.7898
H -2.5893 5.9146 0.9686
H -3.2646 4.2824 0.8304
H -1.6312 4.6000 0.2616
H -0.8164 6.4066 2.7280
H 0.1929 5.1533 1.9878
H -0.1942 5.0616 3.7049
H -3.2314 5.7688 3.4542
H -2.5287 4.4866 4.4465
H -3.7614 4.0910 3.2482
H -4.2093 1.7753 -0.3217
H -5.3526 2.8103 0.5545
H -5.8620 1.2052 0.0168
H -3.4236 -0.3090 0.6755
H -5.0097 -0.8851 1.2363
H -3.6782 -0.6637 2.3975
H -5.9764 2.2855 2.9068
H -5.2314 0.9149 3.7392
H -6.4689 0.6364 2.5016

33
Properties=species:S:1:pos:R:3 method="wB97M-V/def2-TZVPD" fmax_ev_per_a=0.88 lumo_ev=-0.211 smiles="CNC(=O)c1ccccc1S(=O)(=O)c1ccccc1C#N" molar_mass_g_mol=300.3 de_lowest_kcal_mol=42.9
C 1.3992 0.6972 2.8075
N 0.2532 0.8240 1.9393
C 0.3733 1.2600 0.6709
O 1.4261 1.6124 0.1709
C -0.9255 1.3704 -0.0747
C -1.2634 2.6024 -0.6274
C -2.4374 2.7519 -1.3443
C -3.2848 1.6717 -1.5346
C -2.9449 0.4347 -1.0154
C -1.7759 0.2959 -0.2923
S -1.3507 -1.3458 0.2985
O -2.1046 -2.3203 -0.4366
O -1.4818 -1.3643 1.7393
C 0.3966 -1.5628 -0.0891
C 1.2303 -2.1237 0.8551
C 2.5790 -2.2830 0.5766
C 3.0835 -1.8789 -0.6501
C 2.2474 -1.3361 -1.6082
C 0.8873 -1.1800 -1.3342
C 0.0382 -0.6409 -2.3286
N -0.6019 -0.2127 -3.1772
H 1.5923 -0.3490 3.0486
H 2.2596 1.1143 2.2860
H 1.2277 1.2504 3.7318
H -0.6024 0.3689 2.2331
H -0.5883 3.4333 -0.4906
H -2.6864 3.7139 -1.7657
H -4.1959 1.7867 -2.1005
H -3.5548 -0.4403 -1.1748
H 0.8026 -2.4226 1.7999
H 3.2347 -2.7152 1.3169
H 4.1359 -1.9890 -0.8627
H 2.6319 -1.0237 -2.5670

110
Properties=species:S:1:pos:R:3 method="wB97M-V/def2-TZVPD" multiplicity=4 fmax_ev_per_a=1.94 lumo_ev="-2.016 / -2.309" molar_mass_g_mol=998.3 charge=+1 de_lowest_kcal_mol=35.6 s_squared=3.763
V -0.3510 -1.0079 0.9027
C -3.7130 4.8903 -2.2748
C -2.5074 3.9541 -2.1398
C -1.4050 4.3914 -3.1269
C -1.9350 4.0085 -0.7284
C -1.9127 5.1644 0.0404
C -1.3771 5.1729 1.3199
C -0.8481 4.0167 1.8643
C -0.8188 2.8490 1.1099
P -0.1673 1.2668 1.7829
C 1.5439 1.7456 2.2261
C 2.2493 0.9301 3.1138
C 3.5386 1.2610 3.4959
C 4.1488 2.3969 2.9817
C 3.4688 3.1926 2.0732
C 2.1714 2.8709 1.6965
C -1.0787 1.3855 3.3690
C -2.4380 1.0769 3.3113
C -3.2333 1.2027 4.4347
C -2.6726 1.6255 5.6338
C -1.3230 1.9274 5.6978
C -0.5252 1.8190 4.5647
C -1.3516 2.8742 -0.1741
O -1.2978 1.6846 -0.8487
C -2.2596 1.4699 -1.7933
C -2.5572 0.1363 -2.0396
C -3.4812 -0.1763 -3.0296
C -4.1154 0.8423 -3.7171
C -3.8322 2.1682 -3.4196
C -2.8973 2.5151 -2.4526
P -1.6941 -1.1758 -1.0901
C -3.1142 -2.2747 -0.7530
C -4.2021 -1.6557 -0.1289
C -5.2911 -2.3986 0.2940
C -5.3068 -3.7736 0.0994
C -4.2327 -4.3983 -0.5131
C -3.1358 -3.6558 -0.9297
C -0.7312 -1.8390 -2.4996
C -1.0766 -2.9167 -3.3084
C -0.2489 -3.2912 -4.3586
C 0.9108 -2.5808 -4.6250
C 1.2376 -1.4759 -3.8509
C 0.4235 -1.1106 -2.7932
H -3.4200 5.9225 -2.0915
H -4.4967 4.6154 -1.5682
H -4.1207 4.8569 -3.2834
H -1.0933 5.4144 -2.9093
H -1.7747 4.3491 -4.1529
H -0.5332 3.7397 -3.0451
H -2.3260 6.0821 -0.3553
H -1.3869 6.0883 1.8968
H -0.4570 4.0157 2.8732
H 1.7795 0.0395 3.5111
H 4.0728 0.6318 4.1969
H 5.1505 2.6642 3.2937
H 3.9449 4.0756 1.6658
H 1.6565 3.4951 0.9802
H -2.8591 0.7225 2.3745
H -4.2888 0.9670 4.3836
H -3.2911 1.7192 6.5169
H -0.8837 2.2505 6.6329
H 0.5285 2.0595 4.6214
H -3.7016 -1.2139 -3.2486
H -4.8384 0.6086 -4.4873
H -4.3531 2.9422 -3.9659
H -4.1844 -0.5809 0.0164
H -6.1291 -1.9077 0.7711
H -6.1545 -4.3597 0.4297
H -4.2334 -5.4718 -0.6547
H -2.2951 -4.1721 -1.3737
H -1.9988 -3.4575 -3.1506
H -0.5171 -4.1408 -4.9731
H 1.5522 -2.8764 -5.4450
H 2.1285 -0.9023 -4.0735
H 0.6700 -0.2487 -2.1839
C 5.5668 -1.8894 0.7762
N 5.3474 -0.7208 -0.0478
C 4.1446 -0.2121 -0.3922
Se 2.5085 -0.8234 0.1242
N 4.3708 0.8557 -1.1902
C 5.7335 1.0404 -1.3785
C 6.4636 1.9709 -2.0978
C 7.8439 1.8535 -2.0544
C 8.4673 0.8431 -1.3219
C 7.7353 -0.0919 -0.6075
C 6.3556 0.0273 -0.6490
H 4.6109 -2.2150 1.1758
H 6.2409 -1.6462 1.5966
H 6.0011 -2.6926 0.1800
H 3.6300 1.4227 -1.5617
H 5.9770 2.7521 -2.6663
H 8.4502 2.5654 -2.5975
H 9.5474 0.7919 -1.3079
H 8.2202 -0.8773 -0.0438
Cl -0.2322 -1.5989 3.0039
N -2.5132 -5.4623 3.1985
C -1.8320 -6.0678 2.1948
O -1.8985 -7.2606 1.9788
C -0.9693 -5.1824 1.3395
C -0.0166 -5.7927 0.5304
C 0.7774 -5.0002 -0.2773
C 0.6048 -3.6279 -0.2441
N -0.3093 -3.0235 0.5281
C -1.0927 -3.8087 1.2867
H -3.0446 -6.0592 3.8093
H -2.3458 -4.5155 3.4845
H 0.0684 -6.8712 0.5528
H 1.5226 -5.4335 -0.9289
H 1.2170 -2.9873 -0.8638
H -1.8585 -3.2984 1.8513

53
Properties=species:S:1:pos:R:3 method="wB97M-V/def2-TZVPD" fmax_ev_per_a=0.68 lumo_ev=0.392 smiles="CC[C@H](C)[C@@H](NC(=O)[C@@H](NC(=O)c1ccccc1F)C(C)C)C(=O)OC" molar_mass_g_mol=366.4 de_lowest_kcal_mol=2.8
C -0.1565 -4.2831 0.6759
C -0.8494 -3.0248 1.1867
C -1.6864 -2.3189 0.1103
C -0.8187 -1.8749 -1.0665
C -2.4331 -1.1291 0.7491
N -1.5510 -0.0158 1.0421
C -1.3849 1.0007 0.1837
O -2.0232 1.1380 -0.8414
C -0.2508 1.9541 0.6068
N 0.9856 1.3516 0.1381
C 1.5819 0.3464 0.8022
O 1.1394 -0.1021 1.8521
C 2.8097 -0.2331 0.1799
C 3.1192 -1.5571 0.4885
C 4.2373 -2.1736 -0.0379
C 5.0859 -1.4698 -0.8773
C 4.8134 -0.1488 -1.1860
C 3.6839 0.4492 -0.6599
F 3.4559 1.7459 -0.9772
C -0.4388 3.3595 0.0320
C -1.7227 3.9674 0.5924
C 0.7598 4.2468 0.3605
C -3.6143 -0.5716 -0.0589
O -4.3910 0.2174 0.4113
O -3.7493 -1.1343 -1.2565
C -4.7894 -0.6047 -2.0671
H -0.8801 -4.9630 0.2309
H 0.5957 -4.0424 -0.0707
H 0.3352 -4.7981 1.4982
H -0.0989 -2.3319 1.5731
H -1.5044 -3.3005 2.0171
H -2.4468 -3.0147 -0.2578
H -0.5089 -2.7349 -1.6536
H 0.0741 -1.3626 -0.7120
H -1.3736 -1.2030 -1.7132
H -2.8661 -1.4532 1.7055
H -0.8578 -0.1467 1.7718
H -0.2030 1.9928 1.7009
H 1.2962 1.6263 -0.7799
H 2.4566 -2.0864 1.1561
H 4.4506 -3.2018 0.2097
H 5.9636 -1.9440 -1.2885
H 5.4627 0.4274 -1.8263
H -0.5427 3.2664 -1.0544
H -2.5792 3.3468 0.3448
H -1.8817 4.9571 0.1717
H -1.6600 4.0587 1.6749
H 0.6105 5.2398 -0.0558
H 0.8727 4.3411 1.4386
H 1.6835 3.8428 -0.0462
H -5.7405 -0.6334 -1.5315
H -4.5571 0.4301 -2.3250
H -4.8273 -1.2254 -2.9586

23
Properties=species:S:1:pos:R:3 method="wB97M-V/def2-TZVPD" fmax_ev_per_a=5.48 lumo_ev=-6.630 smiles="C[C@H]([NH3+])CC/[NH+]=C/N" molar_mass_g_mol=117.2 charge=+2 de_lowest_kcal_mol=43.2
C 1.7319 0.1786 1.8896
C 0.4272 0.7419 1.4050
N -0.5788 1.1878 2.5348
C -0.4101 -0.2887 0.5372
C 0.2612 -1.0164 -0.5527
N -0.0619 -0.2225 -1.7935
C -0.8291 -0.8309 -2.6930
N -1.1635 -0.2874 -3.8851
H 2.0319 -0.8070 1.4297
H 2.5333 0.8826 1.6714
H 1.6755 -0.0813 2.9829
H 0.5784 1.6822 0.8257
H -0.9017 2.1522 2.4392
H 0.1105 1.3857 3.3996
H -1.3298 0.4634 2.7233
H -0.7991 -1.0468 1.2450
H -1.2394 0.3031 0.1371
H 1.3121 -0.9726 -0.4377
H -0.0192 -2.0734 -0.7407
H 0.3209 0.6009 -2.0682
H -1.1881 -1.9188 -2.3170
H -0.7477 0.6309 -4.1070
H -1.7143 -0.6635 -4.6257

48
Properties=species:S:1:pos:R:3 method="wB97M-V/def2-TZVPD" fmax_ev_per_a=0.93 lumo_ev=0.024 smiles="COc1cccc(S(=O)(=O)NCc2ccc(C(=O)Nc3cccc(Cl)c3)cc2)c1" molar_mass_g_mol=430.9 de_lowest_kcal_mol=41.3
C -1.0922 -0.3112 3.0119
O 0.2807 -0.2940 2.6859
C 0.7081 0.4759 1.6625
C -0.1074 1.2707 0.8592
C 0.4438 2.0169 -0.1724
C 1.8026 1.9802 -0.4272
C 2.6035 1.1890 0.3765
S 4.3761 1.1466 0.0760
O 5.0123 0.4049 1.1199
O 4.8043 2.4812 -0.2137
N 4.5981 0.2869 -1.3377
C 4.3746 -1.1420 -1.2861
C 2.9207 -1.4959 -1.1117
C 1.9753 -1.0012 -2.0043
C 0.6263 -1.1893 -1.7816
C 0.1980 -1.8986 -0.6630
C -1.2405 -2.0519 -0.3031
O -1.6777 -3.0266 0.2685
N -1.9835 -0.9470 -0.6298
C -3.3256 -0.6824 -0.3601
C -4.1930 -1.6266 0.1836
C -5.5095 -1.2831 0.4297
C -5.9864 -0.0148 0.1459
C -5.1162 0.9176 -0.3958
Cl -5.6807 2.5115 -0.7608
C -3.7957 0.5985 -0.6502
C 1.1434 -2.4710 0.1819
C 2.4913 -2.2603 -0.0346
C 2.0845 0.4513 1.4111
H -1.1748 -0.9576 3.8835
H -1.4580 0.6877 3.2668
H -1.6955 -0.7279 2.2005
H -1.1689 1.3288 1.0445
H -0.1992 2.6412 -0.7755
H 2.2505 2.5708 -1.2096
H 4.1927 0.7618 -2.1281
H 4.9551 -1.4971 -0.4332
H 4.7792 -1.5848 -2.2019
H 2.2983 -0.4520 -2.8775
H -0.0855 -0.8038 -2.4982
H -1.4769 -0.1747 -1.0411
H -3.8303 -2.6151 0.4088
H -6.1776 -2.0189 0.8497
H -7.0136 0.2490 0.3384
H -3.1350 1.3393 -1.0758
H 0.8003 -3.0507 1.0249
H 3.2185 -2.6745 0.6468
H 2.7382 -0.1361 2.0337

17
Properties=species:S:1:pos:R:3 method="wB97M-V/def2-TZVPD" fmax_ev_per_a=4.73 lumo_ev=-5.407 molar_mass_g_mol=87.1 charge=+1 de_lowest_kcal_mol=118.6
C -1.7170 -0.2135 0.1777
C -0.7589 0.5353 -0.6682
C 1.5880 1.0558 -1.2863
C 1.0639 -1.4996 0.3429
N 0.4894 0.4142 -0.5791
N -1.8974 0.5288 1.4495
H -2.7114 -0.4580 -0.3066
H -1.3984 -1.0614 0.6158
H -1.1960 1.4917 -1.0743
H 1.4736 1.0596 -2.4668
H 1.5689 2.0364 -1.0114
H 2.5741 0.5839 -0.9127
H 0.2764 -2.1388 -0.1534
H 2.1841 -1.7076 0.2143
H 0.9366 -1.2248 1.4513
H -2.2459 0.0117 2.2694
H -2.5826 1.2665 1.2670

9
Properties=species:S:1:pos:R:3 method="wB97M-V/def2-TZVPD" fmax_ev_per_a=5.09 lumo_ev=0.581 molar_mass_g_mol=165.5 de_lowest_kcal_mol=32.9
C 0.8009 0.2551 -0.3979
C -0.9474 0.3832 0.4332
S 0.9680 -1.1806 -1.2744
Cl 1.9274 0.5861 0.9292
Cl -1.1738 -1.0104 1.3288
Cl -2.1484 0.4750 -0.8355
H 0.7347 1.2152 -0.9145
H -0.9939 1.3825 0.8984
H 0.8325 -2.1062 -0.1672

51
Properties=species:S:1:pos:R:3 method="wB97M-V/def2-TZVPD" fmax_ev_per_a=0.58 lumo_ev=0.770 smiles=CC(C)CCN1CCN(Cc2c(F)cccc2Cl)C[C@@H]1CCO molar_mass_g_mol=342.9 de_lowest_kcal_mol=0.9
C 3.9871 0.7464 -2.9073
C 4.3494 0.9135 -1.4332
C 5.3392 2.0657 -1.2689
C 3.1096 1.1676 -0.5701
C 2.1407 -0.0178 -0.5319
N 1.1945 0.1362 0.5625
C 0.1007 1.0439 0.2712
C -1.0091 0.4165 -0.5801
N -1.4963 -0.7793 0.0798
C -2.6524 -1.3530 -0.5893
C -3.8455 -0.4578 -0.4020
C -4.3877 -0.3027 0.8715
F -3.8484 -0.9990 1.8889
C -5.4638 0.5213 1.1385
C -6.0338 1.2308 0.0958
C -5.5283 1.1083 -1.1849
C -4.4446 0.2749 -1.4222
Cl -3.8461 0.1647 -3.0404
C -0.4142 -1.7306 0.2357
C 0.6856 -1.1124 1.1119
C 0.1687 -0.8874 2.5411
C 0.3365 -2.1367 3.4060
O 1.6753 -2.5672 3.4941
H 3.4553 1.6245 -3.2684
H 4.8872 0.6224 -3.5056
H 3.3582 -0.1265 -3.0600
H 4.8306 -0.0081 -1.0862
H 6.2376 1.8851 -1.8549
H 5.6272 2.1801 -0.2264
H 4.8928 2.9991 -1.6056
H 3.4223 1.3678 0.4564
H 2.5988 2.0584 -0.9403
H 2.7186 -0.9275 -0.3488
H 1.6440 -0.1271 -1.5066
H -0.3339 1.3594 1.2227
H 0.4957 1.9263 -0.2330
H -0.6322 0.1876 -1.5948
H -1.8308 1.1299 -0.6785
H -2.8622 -2.3162 -0.1143
H -2.4707 -1.5268 -1.6627
H -5.8393 0.5963 2.1463
H -6.8745 1.8805 0.2811
H -5.9657 1.6571 -2.0037
H 0.0118 -2.0257 -0.7418
H -0.8019 -2.6274 0.7225
H 1.5248 -1.8147 1.1686
H -0.8851 -0.6134 2.5150
H 0.7376 -0.0667 2.9849
H -0.2107 -2.9789 2.9777
H -0.0672 -1.9409 4.4104
H 2.2142 -1.8204 3.7795

39
Properties=species:S:1:pos:R:3 method="wB97M-V/def2-TZVPD" fmax_ev_per_a=9.98 lumo_ev=-0.025 smiles="C[C@]1(CCCF)OC(=O)O[C@H]1P(=O)(O)O.COC(=O)OC" molar_mass_g_mol=332.2
C 0.9123 -0.2957 2.9009
C -0.2054 -0.6177 1.7131
C 0.3169 -1.1064 0.2385
C 1.9137 -1.4649 0.1465
C 2.3958 -2.7383 1.0604
F 2.6955 -3.9750 0.2980
O -1.0524 0.6162 1.8046
C -2.1291 0.3461 2.8073
O -3.1817 1.1005 3.1412
O -1.8359 -1.0134 3.3679
C -1.3559 -1.7112 2.1294
P -2.9125 -1.9375 1.0470
O -4.1496 -2.0731 2.0544
O -3.2430 -0.6318 -0.0569
O -2.9027 -3.4230 0.0844
H 0.5398 0.5348 3.6649
H 1.9117 0.1340 2.4324
H 1.2132 -1.2867 3.4907
H 0.1172 -0.1965 -0.5062
H -0.2996 -2.0149 -0.1852
H 2.5234 -0.5034 0.4196
H 2.2131 -1.7334 -0.9774
H 1.6559 -2.9645 1.9671
H 3.4175 -2.4057 1.5804
H -0.9783 -2.8316 2.2951
H -2.7058 -0.6916 -0.9013
H -3.8786 -3.5354 -0.1596
C 2.7903 3.0082 -4.1303
O 1.4665 3.5282 -4.0235
C 0.7531 3.0294 -2.9825
O 1.1479 2.2065 -2.1713
O -0.4757 3.6047 -3.0005
C -1.3420 3.1711 -1.9537
H 3.2681 3.4755 -4.9957
H 3.3754 3.2557 -3.2387
H 2.7680 1.9257 -4.2922
H -0.9222 3.4250 -0.9750
H -1.5295 2.0951 -2.0285
H -2.2954 3.6948 -2.0652